CH6N4S | the ωB97M-V functional and the def2-TZVPD basis

The geometry in ORCA input format:
```
! RIJCOSX wB97M-V def2-TZVPD def2/J DEFGRID3
* xyz 0 1
N 2.280 -1.472 1.034
H 2.965 -0.628 1.355
H 1.500 -1.407 -1.014
C 0.405 -0.211 0.214
N -0.218 0.128 1.282
H 1.781 -1.848 2.002
H -2.372 1.199 0.771
N 1.578 -0.844 -0.041
S -1.942 0.920 -0.958
H 0.258 -0.497 2.108
H 0.582 1.149 -1.243
N -0.223 0.556 -0.838
*
```

Output
HOMO, eV: -8.52
LUMO level, eV: 0.4570
Total energy, eV: -17925.0785
Frontier orbital gap, Ha: 0.3298
Energy relative to the best compared isomer or geometry (same formula, charge and spin), eV: 3.723

Here are the natural (NBO) charges for atoms 1 to 2, given in e:
1 N -0.670
2 H 0.364